Below is a molecular structure, C28H35N5P2PtSe in a non-equilibrium geometry, with properties calculated with the ωB97M-V functional and the def2-TZVPD basis.

Computed properties:
frontier orbital gap (alpha / beta) = 4.6 / 4.5 eV

Structure (ORCA input):
```
! RIJCOSX wB97M-V def2-TZVPD def2/J DEFGRID3
* xyz 0 3
Pt -0.57 -0.14 1.77
C 1.46 -2.34 -2.21
C 1.87 -1.08 -2.20
C 1.66 -0.14 -3.35
C 0.21 -0.13 -3.91
C -0.88 -0.31 -2.88
C -1.24 -1.46 -2.30
C -0.91 -2.79 -2.94
C 0.59 -2.92 -3.29
C -2.30 0.00 2.93
H 1.82 -3.09 -1.50
H 2.64 -0.77 -1.47
H 2.32 -0.43 -4.19
H 1.96 0.89 -3.09
H 0.04 0.83 -4.42
H 0.13 -0.90 -4.68
H -1.53 0.58 -2.75
H -2.03 -1.49 -1.55
H -1.51 -2.94 -3.85
H -1.16 -3.61 -2.25
H 0.83 -3.98 -3.45
H 0.76 -2.45 -4.27
H -2.24 -0.77 3.71
H -3.27 -0.03 2.43
H -2.19 0.97 3.42
P -1.38 1.21 0.23
P 1.56 0.15 1.15
N -2.89 0.49 -0.37
N -2.02 2.79 0.67
N 2.06 -1.51 1.04
N 2.82 0.73 2.19
C 0.06 1.56 -0.84
C 1.47 1.31 -0.24
C -3.41 -0.75 0.06
C -4.52 -1.08 -0.71
C -4.70 -0.01 -1.65
C -3.71 0.93 -1.42
C -3.01 3.02 1.64
C -3.39 4.35 1.58
C -2.61 4.98 0.55
C -1.79 4.00 0.01
C 1.24 -2.59 1.38
C 1.89 -3.77 1.04
C 3.18 -3.41 0.55
C 3.25 -2.03 0.53
C 4.19 0.70 1.90
C 4.89 1.27 2.95
C 3.92 1.70 3.92
C 2.67 1.39 3.42
H 0.01 2.60 -1.20
H 0.00 0.90 -1.72
H 2.15 0.93 -1.00
H 1.88 2.26 0.11
H -2.92 -1.29 0.86
H -5.11 -1.98 -0.59
H -5.48 0.03 -2.40
H -3.54 1.89 -1.88
H -3.33 2.23 2.29
H -4.16 4.82 2.19
H -2.68 6.01 0.22
H -1.04 4.08 -0.76
H 0.30 -2.42 1.89
H 1.47 -4.76 1.13
H 3.97 -4.08 0.25
H 4.04 -1.38 0.19
H 4.55 0.30 0.96
H 5.97 1.38 3.03
H 4.11 2.20 4.86
H 1.68 1.54 3.84
Se 1.09 -0.56 6.32
C 0.58 -0.74 4.65
N 0.26 -0.88 3.50
*
```

Löwdin population analysis, charges in e, atoms 1 to 6: Pt 0.737; C -0.078; C -0.137; C -0.177; C -0.183; C -0.161

***

Below is a molecular structure, C28H36Br4CaI2N8O2, with properties calculated with the ωB97M-V functional and the def2-TZVPD basis.

Computed properties:
frontier orbital gap = 5.9 eV

Structure (ORCA input):
```
! RIJCOSX wB97M-V def2-TZVPD def2/J DEFGRID3
* xyz 0 1
Ca -0.10 0.25 0.40
Br 3.91 2.57 5.83
C 2.51 1.77 4.84
C 1.28 1.52 5.43
Br 0.97 1.95 7.25
C 0.26 0.96 4.65
Br -1.47 0.63 5.37
C 0.42 0.63 3.30
O -0.56 0.17 2.57
C 1.72 0.84 2.70
O 1.90 0.52 1.45
C 2.70 1.44 3.49
Br 4.36 1.78 2.61
C -5.60 0.38 1.57
N -4.24 -0.08 1.40
C -3.77 -1.10 2.31
C -3.41 0.41 0.44
N -2.48 -0.28 -0.18
C -2.66 -1.66 -0.42
C -3.89 -2.12 -0.90
C -4.09 -3.44 -1.27
C -3.04 -4.33 -1.20
C -1.80 -3.89 -0.76
C -1.59 -2.57 -0.34
N -0.30 -2.14 0.02
C 0.48 -2.88 0.77
N 1.83 -2.76 0.66
C 2.68 -2.68 1.85
C 2.41 -2.15 -0.52
N 0.03 -3.78 1.70
C -1.19 -3.54 2.43
C 0.73 -5.02 1.98
N -3.58 1.73 0.11
C -3.58 2.73 1.17
C -3.05 2.20 -1.16
H -6.28 -0.47 1.55
H -5.87 1.07 0.77
H -5.73 0.89 2.54
H -3.97 -2.11 1.95
H -4.27 -0.96 3.27
H -2.70 -0.96 2.48
H -4.70 -1.41 -0.99
H -5.06 -3.75 -1.63
H -3.16 -5.36 -1.52
H -0.96 -4.57 -0.74
H 2.11 -2.93 2.74
H 3.04 -1.65 1.95
H 3.53 -3.35 1.76
H 1.78 -2.33 -1.38
H 3.40 -2.58 -0.69
H 2.54 -1.07 -0.37
H -1.37 -2.47 2.49
H -1.06 -3.91 3.45
H -2.06 -4.04 1.99
H 1.56 -5.14 1.29
H 0.04 -5.86 1.85
H 1.11 -5.05 3.00
H -4.16 2.41 2.03
H -4.02 3.66 0.79
H -2.56 2.95 1.51
H -3.24 1.45 -1.93
H -1.98 2.39 -1.12
H -3.55 3.12 -1.43
I 3.47 1.56 -1.38
C 2.67 0.82 -3.20
I 0.61 0.25 -3.06
H 3.22 -0.07 -3.47
H 2.75 1.57 -3.97
N 1.08 6.86 0.42
C 0.83 5.52 0.30
C 0.68 4.70 1.42
C 0.40 3.36 1.25
N 0.25 2.77 0.06
C 0.37 3.57 -1.01
C 0.65 4.92 -0.95
H 1.46 7.18 1.30
H 1.45 7.34 -0.39
H 0.80 5.10 2.42
H 0.30 2.73 2.13
H 0.24 3.09 -1.98
H 0.73 5.49 -1.86
*
```

Löwdin population analysis, charges in e, atoms 1 to 6: Ca 1.224; Br 0.677; C -0.773; C -0.775; Br 0.676; C -0.645

***

Below is a molecular structure, C28H36F6N6O3PRuSb in a non-equilibrium geometry, with properties calculated with the ωB97M-V functional and the def2-TZVPD basis.

Computed properties:
frontier orbital gap (alpha / beta) = 6.8 / 4.7 eV

Structure (ORCA input):
```
! RIJCOSX wB97M-V def2-TZVPD def2/J DEFGRID3
* xyz 4 5
Ru -0.31 -0.20 0.54
C -2.06 -1.28 2.71
N -0.93 -0.20 2.69
C 0.27 -0.61 3.51
C 0.78 -1.82 2.85
C 1.35 -2.84 3.61
C 1.58 -4.02 2.92
C 1.35 -4.23 1.55
C 0.84 -3.12 0.92
N 0.51 -1.96 1.52
C -1.43 1.09 3.24
C -0.49 2.16 2.81
C -0.37 3.33 3.56
C 0.47 4.31 3.02
C 1.06 4.06 1.80
C 0.85 2.94 1.11
N 0.07 1.96 1.63
C -2.94 -1.07 1.51
C -4.30 -1.44 1.57
C -5.04 -1.30 0.44
C -4.45 -0.93 -0.76
C -3.08 -0.79 -0.79
N -2.32 -0.75 0.35
H -2.61 -1.24 3.63
H -1.62 -2.24 2.67
H -0.03 -0.80 4.53
H 0.89 0.29 3.58
H 1.58 -2.78 4.68
H 1.94 -4.85 3.54
H 1.60 -5.15 0.98
H 0.77 -3.07 -0.11
H -1.56 1.11 4.35
H -2.40 1.20 2.79
H -0.97 3.49 4.48
H 0.65 5.36 3.39
H 1.81 4.71 1.37
H 1.33 2.66 0.20
H -4.80 -1.79 2.49
H -6.14 -1.38 0.43
H -5.04 -0.68 -1.60
H -2.53 -0.58 -1.70
F -0.06 -1.80 -1.33
Sb -0.39 -2.84 -3.09
F -1.55 -1.53 -3.56
F -1.60 -3.75 -2.01
F 1.03 -4.01 -2.51
F -0.66 -3.73 -4.64
F 1.01 -1.67 -3.63
C -2.21 2.70 -0.58
C -1.18 2.08 -1.48
O -0.31 1.10 -1.23
C -1.32 2.32 -2.98
C -1.89 3.56 -3.59
C -1.90 3.75 -4.91
C -1.34 2.88 -5.84
C -0.86 1.60 -5.41
C -0.80 1.41 -3.96
H -2.60 1.90 0.02
H -2.97 3.04 -1.26
H -1.67 3.28 0.21
H -2.41 4.34 -2.82
H -2.15 4.66 -5.39
H -1.08 3.20 -6.85
H -0.57 0.89 -6.13
H -0.65 0.26 -3.69
N 4.86 0.46 1.64
C 4.32 0.86 0.26
P 3.02 -0.51 -0.09
O 3.40 -1.65 0.82
O 1.63 0.01 0.10
C 3.28 -1.14 -1.89
N 3.21 -2.57 -1.90
H 5.21 -0.46 1.76
H 4.02 0.35 2.23
H 5.52 1.10 1.97
H 5.14 0.81 -0.41
H 3.94 1.84 0.44
H 4.27 -0.70 -2.22
H 2.56 -0.72 -2.55
H 3.59 -2.98 -1.05
H 3.69 -3.04 -2.64
H 2.21 -2.85 -1.86
*
```

Löwdin population analysis, charges in e, atoms 1 to 6: Ru 1.544; C -0.045; N -0.232; C -0.083; C -0.269; C 0.032

***

Below is 3 unconnected molecules or ions with the total composition C28H36F8N2O8 in a non-equilibrium geometry, with properties calculated with the ωB97M-V functional and the def2-TZVPD basis.

Computed properties:
frontier orbital gap = 7.0 eV
SMILES string = CNCc1cc2c(c(O)c1CN)C(=O)C=C(CCOCC(F)(F)C(F)(F)C(F)(F)C(F)F)C2=O.CCOC(C)=O.CCOC(C)=O

Structure (ORCA input):
```
! RIJCOSX wB97M-V def2-TZVPD def2/J DEFGRID3
* xyz 0 1
C 3.09 5.58 -4.33
N 2.67 4.26 -3.65
C 1.16 4.36 -3.57
C 0.43 3.17 -2.71
C 0.72 3.00 -1.07
C -0.06 1.82 -0.23
C -1.09 0.85 -1.06
C -1.34 0.98 -2.68
O -2.25 0.10 -3.45
C -0.57 2.16 -3.56
C -0.85 2.25 -5.18
N 0.45 1.79 -5.86
C -1.90 -0.30 -0.14
O -2.96 -0.93 -0.67
C -1.46 -0.65 1.40
C -0.47 0.20 2.17
C 0.00 -0.22 3.72
C 1.61 -0.64 3.58
O 1.83 -2.06 3.86
C 1.48 -2.93 2.72
C 2.70 -3.29 1.70
F 2.31 -4.39 0.74
F 2.87 -2.08 0.81
C 4.17 -3.53 2.40
F 4.67 -2.24 2.93
F 5.10 -3.87 1.25
C 4.26 -4.80 3.42
F 5.71 -5.22 3.52
F 3.56 -6.01 2.85
C 3.67 -4.59 4.92
F 3.96 -3.29 5.56
F 2.20 -4.93 5.06
C 0.14 1.56 1.41
O 0.85 2.50 2.07
H 3.80 5.38 -5.24
H 3.53 6.34 -3.53
H 2.13 6.14 -4.78
H 3.00 4.40 -2.66
H 0.93 5.38 -2.99
H 0.67 4.52 -4.65
H 1.48 3.74 -0.52
H -1.66 -0.61 -3.86
H -1.68 1.52 -5.58
H -1.07 3.39 -5.44
H 0.28 0.98 -6.50
H 0.89 2.58 -6.39
H -1.93 -1.59 1.91
H -0.15 0.67 4.47
H -0.64 -1.18 4.00
H 1.98 -0.31 2.51
H 2.24 -0.04 4.39
H 0.96 -3.95 3.04
H 0.65 -2.37 2.07
H 4.21 -5.41 5.60
O -2.65 3.09 0.18
C -2.96 3.65 1.23
O -4.25 3.69 1.63
C -4.69 4.13 2.93
C -4.89 5.64 2.95
C -1.94 4.40 2.03
H -4.01 3.79 3.71
H -5.65 3.65 3.11
H -3.95 6.17 2.76
H -5.28 5.96 3.92
H -5.59 5.94 2.17
H -1.83 5.41 1.64
H -0.98 3.88 1.93
H -2.15 4.43 3.10
O -0.60 -3.02 -0.15
C -0.77 -3.84 -1.05
O -1.93 -4.54 -1.13
C -2.32 -5.35 -2.25
C -1.76 -6.76 -2.11
C 0.33 -4.17 -2.01
H -2.04 -4.88 -3.20
H -3.41 -5.40 -2.24
H -0.67 -6.76 -2.10
H -2.10 -7.39 -2.93
H -2.08 -7.20 -1.16
H 0.98 -4.93 -1.58
H 0.92 -3.26 -2.18
H -0.02 -4.49 -2.99
*
```

Löwdin population analysis, charges in e, atoms 1 to 6: C -0.165; N -0.143; C -0.264; C -0.042; C 0.058; C -0.030

***

Below is a molecular structure, C28H36InN4 in a non-equilibrium geometry, with properties calculated with the ωB97M-V functional and the def2-TZVPD basis.

Computed properties:
frontier orbital gap (alpha / beta) = 2.9 / 2.5 eV

Structure (ORCA input):
```
! RIJCOSX wB97M-V def2-TZVPD def2/J DEFGRID3
* xyz -1 1
In -0.77 1.09 -0.01
N -1.47 3.27 -1.63
N -0.05 0.04 -2.30
C -1.33 -0.49 1.98
C -2.34 -0.75 0.99
C -3.04 0.48 0.72
C -4.10 0.71 -0.31
H -4.15 -0.11 -1.03
H -3.95 1.63 -0.88
H -5.07 0.81 0.19
C -2.47 1.52 1.56
C -2.83 2.97 1.52
H -3.61 3.18 2.26
H -3.20 3.28 0.53
H -1.98 3.64 1.74
C -1.40 0.92 2.34
C -0.49 1.63 3.29
H -0.35 2.69 3.04
H 0.50 1.17 3.36
H -0.93 1.61 4.29
C -2.52 -2.02 0.22
H -3.57 -2.33 0.27
H -1.90 -2.82 0.63
H -2.27 -1.94 -0.84
C -0.30 -1.44 2.48
H 0.72 -1.03 2.49
H -0.24 -2.34 1.87
H -0.54 -1.75 3.51
C -1.49 4.57 -1.99
H -1.80 5.34 -1.26
C -1.10 4.99 -3.28
H -1.08 6.05 -3.54
C -0.73 4.02 -4.24
H -0.41 4.28 -5.26
C -0.77 2.69 -3.86
H -0.52 1.85 -4.50
C -1.16 2.33 -2.57
C -1.20 0.91 -2.21
H -2.18 0.39 -2.27
C 0.41 -0.36 -1.06
C 0.69 -0.54 -3.31
H 0.44 -0.27 -4.34
C 1.59 -1.35 -2.73
H 2.34 -2.00 -3.18
N 1.43 -1.24 -1.34
C 2.10 -2.01 -0.32
C 1.58 -3.25 0.05
C 2.22 -3.99 1.07
H 1.86 -4.99 1.32
C 3.34 -3.46 1.74
C 4.05 -4.26 2.80
H 3.85 -3.86 3.80
H 5.14 -4.23 2.63
H 3.71 -5.30 2.77
C 3.76 -2.17 1.43
H 4.63 -1.75 1.95
C 3.13 -1.42 0.42
C 3.59 -0.04 0.11
H 4.00 0.04 -0.91
H 4.39 0.24 0.80
H 2.79 0.72 0.22
C 0.39 -3.84 -0.63
H 0.69 -4.51 -1.45
H -0.28 -3.07 -1.05
H -0.20 -4.45 0.08
N 1.00 2.48 0.44
H 0.48 3.33 0.60
H 1.49 2.42 -0.44
H 1.48 2.09 1.23
*
```

Löwdin population analysis, charges in e, atoms 1 to 6: In 0.631; N -0.017; N -0.088; C -0.270; C -0.268; C -0.289

***

Below is a molecular structure, C28H36N4O2SbY in a non-equilibrium geometry, with properties calculated with the ωB97M-V functional and the def2-TZVPD basis.

Computed properties:
frontier orbital gap = 7.0 eV

Structure (ORCA input):
```
! RIJCOSX wB97M-V def2-TZVPD def2/J DEFGRID3
* xyz 2 1
Y -0.94 1.91 -0.27
N -0.55 4.04 0.89
N 0.70 3.73 1.52
C 1.66 3.11 0.68
O 2.83 3.17 0.88
O 1.03 2.41 -0.27
H -0.45 4.87 0.30
H -1.20 4.28 1.64
H 1.08 4.47 2.10
C -2.17 1.09 2.80
C -1.99 -0.32 3.31
C -2.77 -0.75 4.38
C -2.63 -2.04 4.88
C -1.70 -2.91 4.33
C -0.93 -2.49 3.26
C -1.07 -1.21 2.75
Sb 0.13 -0.54 1.17
C 2.03 -0.35 2.01
C 2.02 -0.16 3.40
C 3.20 0.05 4.09
C 4.40 0.05 3.39
C 4.41 -0.11 2.02
C 3.23 -0.30 1.30
C 3.30 -0.32 -0.20
C -0.10 -2.12 -0.22
C 0.95 -2.90 -0.69
C 0.74 -3.91 -1.62
C -0.54 -4.16 -2.07
C -1.60 -3.40 -1.60
C -1.40 -2.38 -0.68
C -2.62 -1.62 -0.22
H -2.87 1.66 3.41
H -2.60 1.09 1.77
H -1.23 1.65 2.80
H -3.49 -0.08 4.82
H -3.23 -2.35 5.72
H -1.59 -3.91 4.72
H -0.21 -3.18 2.82
H 1.09 -0.22 3.96
H 3.19 0.19 5.16
H 5.34 0.20 3.92
H 5.35 -0.09 1.48
H 4.10 -0.97 -0.55
H 3.51 0.69 -0.57
H 2.37 -0.65 -0.66
H 1.96 -2.74 -0.32
H 1.57 -4.51 -1.96
H -0.73 -4.96 -2.78
H -2.61 -3.61 -1.95
H -3.48 -1.82 -0.86
H -2.48 -0.52 -0.23
H -2.90 -1.85 0.81
C -0.79 2.75 -3.28
C -0.50 2.43 -4.78
N -0.33 1.00 -4.96
C -1.51 0.29 -4.49
C -1.72 0.53 -2.97
N -0.69 1.50 -2.48
C 0.68 0.90 -2.71
C 0.83 0.54 -4.21
H -1.80 3.16 -3.16
H -0.07 3.47 -2.87
H 0.40 2.93 -5.12
H -1.33 2.77 -5.40
H -1.40 -0.77 -4.70
H -2.38 0.64 -5.05
H -1.60 -0.39 -2.39
H -2.71 0.94 -2.77
H 0.74 0.01 -2.07
H 1.41 1.62 -2.37
H 0.93 -0.54 -4.35
H 1.72 1.01 -4.62
*
```

Löwdin population analysis, charges in e, atoms 1 to 6: Y 1.478; N -0.042; N 0.020; C -0.651; O 0.163; O -0.267

***

| no. | E (Eh) |
| --- | --- |
| 1 | -4564.93869 |
| 2 | -13246.30361 |
| 3 | -2917.15086 |
| 4 | -2598.16565 |
| 5 | -1497.53653 |
| 6 | -1736.14858 |